The following is a quantum chemistry calculation of a molecular structure, C37H58AgN4O4PS2SeSi at a distorted geometry, from the OMol25 dataset.

Last column: Löwdin charge in e.
Geometry (Å):
Ag  -0.7966  1.3761  2.0089  0.366
N  1.3924  -1.6613  4.5974  -0.004
C  0.7117  -0.9863  3.5961  -0.956
S  1.1539  0.6415  3.4176  0.483
N  -0.1880  -1.7300  2.9948  -0.023
N  -0.8120  -1.1511  1.9300  0.012
C  -1.6472  -1.8273  1.2230  -0.206
C  -2.0917  -3.2330  1.4622  -0.165
C  -1.5748  -4.3186  0.7510  -0.037
C  -2.1574  -5.5670  0.8164  -0.094
C  -3.3294  -5.7736  1.5429  -0.107
C  -3.8272  -4.6950  2.2639  -0.117
C  -3.2784  -3.4307  2.2165  -0.021
C  -2.2937  -1.1200  0.0814  -0.212
C  -3.0369  -1.7829  -0.8967  -0.015
C  -3.4041  -1.0795  -2.0523  -0.098
C  -3.1176  0.2398  -2.1897  -0.067
C  -2.3915  0.8310  -1.1413  -0.162
N  -1.9702  0.1758  -0.0958  0.086
H  1.7705  -1.0878  5.3652  0.061
H  0.7797  -2.3953  4.9378  0.067
H  -0.7112  -4.1531  0.1546  0.086
H  -1.7162  -6.3569  0.2238  0.093
H  -3.8464  -6.7393  1.5485  0.094
H  -4.6904  -4.8502  2.9077  0.093
H  -3.7172  -2.5799  2.7452  0.125
H  -3.2914  -2.8342  -0.8199  0.104
H  -3.9825  -1.6045  -2.8107  0.098
H  -3.4707  0.7422  -3.0976  0.102
H  -2.1019  1.8787  -1.1561  0.081
C  3.9151  -1.7180  -0.0900  -0.033
C  4.7633  -1.3289  -1.2781  -0.635
C  5.7801  -2.4237  -1.6697  -0.043
C  5.6305  -0.0420  -1.0341  -0.024
O  4.0141  -1.0508  -2.4475  -0.161
Si  2.4387  -1.3667  -2.8942  -0.149
S  0.9116  -0.4381  -1.9972  0.413
O  2.6305  -1.0476  -4.5472  -0.169
C  2.1008  0.0794  -5.2402  -0.677
C  2.6589  0.0145  -6.6737  -0.053
C  2.5351  1.3550  -4.5574  -0.081
C  0.5310  0.0382  -5.3310  -0.062
O  2.3822  -3.0523  -2.8500  -0.174
C  1.3811  -4.0639  -2.8306  -0.655
C  1.5878  -4.9084  -1.5728  -0.033
C  1.6970  -4.9111  -4.0518  -0.051
C  -0.0454  -3.5096  -2.9314  -0.062
H  4.5667  -1.9359  0.7369  0.077
H  3.3447  -2.5809  -0.3131  0.054
H  3.1820  -0.9690  0.2716  0.087
H  6.4263  -2.6251  -0.8115  0.070
H  6.3817  -2.0653  -2.5002  0.072
H  5.3059  -3.4063  -1.9278  0.091
H  6.2288  -0.1306  -0.1399  0.068
H  4.9096  0.7748  -0.8529  0.071
H  6.2006  0.1295  -1.9400  0.072
H  3.7162  0.2422  -6.6708  0.065
H  2.0938  0.7129  -7.2955  0.068
H  2.5601  -1.0555  -7.0450  0.099
H  3.6378  1.4443  -4.5509  0.087
H  2.2577  1.3285  -3.4536  0.038
H  2.1254  2.2378  -5.0699  0.081
H  0.2851  -0.8681  -5.8410  0.057
H  0.2300  0.8860  -5.9948  0.078
H  0.0852  0.0542  -4.3061  0.015
H  2.6151  -5.2415  -1.5160  0.075
H  0.9404  -5.7889  -1.5557  0.080
H  1.4070  -4.2869  -0.7024  0.073
H  2.7220  -5.3087  -3.9651  0.086
H  1.5885  -4.3237  -4.9711  0.088
H  1.0573  -5.7746  -4.1243  0.064
H  -0.2931  -3.0432  -2.0071  0.021
H  -0.7119  -4.3727  -3.0585  0.084
H  -0.1434  -2.8067  -3.7775  0.084
C  -4.5024  6.0247  7.4822  -0.087
C  -4.1984  5.1819  6.2514  -0.289
C  -3.6768  5.7615  5.0724  -0.033
C  -3.3851  4.9863  3.9316  -0.321
C  -2.7538  5.6823  2.7849  -0.125
C  -3.5881  3.5825  3.9429  -0.601
Se  -3.1775  2.5820  2.3907  0.547
C  -4.1920  3.0057  5.0700  -0.322
C  -4.5823  1.5674  5.0675  -0.114
C  -4.4906  3.8280  6.1591  -0.052
H  -3.8951  5.6918  8.3458  0.066
H  -5.5525  6.0039  7.8740  0.071
H  -4.2667  7.0933  7.2956  0.064
H  -3.4250  6.7841  5.0859  0.078
H  -2.8881  6.7409  2.9618  0.057
H  -3.2754  5.4146  1.8281  0.064
H  -1.7316  5.3522  2.6272  0.060
H  -3.7216  0.9243  5.2918  0.085
H  -5.0052  1.3257  4.0986  0.033
H  -5.3038  1.3426  5.8325  0.054
H  -4.9061  3.3416  7.0470  0.105
C  1.2642  4.6314  1.0084  -0.176
P  1.0292  3.3118  -0.2871  0.485
C  1.6859  4.1262  -1.7766  -0.183
C  2.2449  2.0688  0.0286  -0.232
O  -0.3584  2.9113  -0.4718  -0.381
H  2.2973  4.9515  1.1203  0.034
H  0.8393  4.2848  1.9574  0.032
H  0.6199  5.4791  0.7291  0.042
H  2.7252  4.4316  -1.5780  0.045
H  1.1401  5.0176  -2.0723  0.039
H  1.6389  3.3624  -2.5809  0.039
H  3.2292  2.5251  -0.0238  0.044
H  2.0603  1.2356  -0.6929  -0.041
H  2.1069  1.6652  1.0530  -0.011

Energy relative to the best compared isomer or geometry (same formula, charge and spin) = 17.4 kJ/mol
E_LUMO = 4.24 eV
Orbital gap = 0.2254 hartree
HOMO energy = -1.89 eV
Total charge = -2
Multiplicity = 1


The following is a quantum chemistry calculation of 7 unconnected molecules or ions with the total composition C37H58Cl2FN3O22, from the OMol25 dataset.

Last column: Löwdin charge in e.
Geometry (Å):
C  -6.8915  -2.3305  -3.8722  -0.092
C  -6.5437  -1.9517  -2.4271  -0.232
C  -5.7935  -3.0302  -1.6614  -0.216
N  -4.4135  -3.2116  -2.1140  0.056
C  -3.5000  -3.8761  -1.2492  -0.466
F  -4.2120  -4.6183  -0.2994  0.034
N  -2.6425  -4.8130  -1.9566  0.166
C  -1.3376  -4.3378  -1.9967  -0.522
O  -0.3633  -4.9877  -2.2448  0.112
C  -1.3979  -2.8428  -1.6536  -0.158
C  -1.6111  -2.0687  -2.9492  -0.571
Cl  -2.1011  -2.9835  -4.3568  0.783
C  -1.3358  -0.7955  -3.2034  -0.710
C  -1.4921  -0.1230  -4.5316  -0.133
Cl  -0.6150  0.1885  -1.9767  0.746
C  -2.5072  -2.9119  -0.5329  -0.239
C  -3.2030  -1.6186  -0.0887  -0.101
C  -2.4309  -0.7009  0.8749  -0.265
N  -2.9414  0.6813  0.7694  0.009
C  -1.8489  -3.6828  0.6600  -0.121
O  -2.2532  -3.2761  1.9427  -0.127
C  -3.4286  -3.8865  2.4341  -0.182
C  -3.6839  -3.3444  3.8132  -0.183
O  -3.9744  -1.9670  3.7216  -0.137
C  -4.7384  -1.4176  4.7767  -0.182
C  -3.8900  -0.5569  5.6877  -0.203
O  -2.8609  -1.2850  6.3128  -0.143
C  -1.5905  -1.2562  5.6673  -0.257
C  -0.5330  -0.6089  6.5547  -0.068
H  -6.0952  -2.8894  -4.3666  0.066
H  -7.8081  -2.9239  -3.8590  0.071
H  -7.1134  -1.4244  -4.4328  0.049
H  -6.0182  -0.9965  -2.3829  0.097
H  -7.4801  -1.8093  -1.8786  0.108
H  -5.7784  -2.7537  -0.6079  0.105
H  -6.3467  -3.9766  -1.7400  0.121
H  -4.3648  -3.6014  -3.0448  0.083
H  -2.7516  -5.7817  -1.6860  0.161
H  -0.4207  -2.5564  -1.2622  0.140
H  -1.4555  0.9575  -4.4306  0.051
H  -2.4441  -0.3899  -4.9864  0.039
H  -0.6916  -0.4407  -5.2039  0.095
H  -4.1398  -1.8939  0.4028  0.109
H  -3.4590  -1.0499  -0.9830  0.112
H  -1.3614  -0.7467  0.6673  0.093
H  -2.5549  -1.0572  1.8928  0.085
H  -3.3045  0.9697  1.6702  0.053
H  -2.1869  1.3271  0.5751  0.043
H  -0.7686  -3.5225  0.6292  0.141
H  -2.0189  -4.7597  0.5592  0.133
H  -4.2966  -3.6755  1.8012  0.120
H  -3.2980  -4.9760  2.4772  0.136
H  -4.5378  -3.8833  4.2446  0.130
H  -2.8173  -3.5208  4.4604  0.120
H  -5.2073  -2.2180  5.3598  0.124
H  -5.5246  -0.7986  4.3317  0.127
H  -3.4756  0.2848  5.1194  0.126
H  -4.5310  -0.1419  6.4727  0.126
H  -1.6733  -0.7295  4.7136  0.113
H  -1.3147  -2.2862  5.4261  0.108
H  0.4147  -1.1415  6.4667  0.069
H  -0.3474  0.4269  6.2739  0.064
H  -0.8674  -0.6509  7.5917  0.078
C  3.7947  1.1236  6.0583  -0.100
C  4.4690  0.8701  4.7218  -0.117
O  3.4374  0.1934  3.9931  0.063
C  2.2408  0.5177  4.5292  -0.573
O  1.1879  0.2488  4.0495  0.161
O  2.4111  1.1917  5.6904  0.053
H  4.0880  2.0533  6.5381  0.128
H  3.9290  0.2952  6.7553  0.135
H  4.7088  1.7946  4.1924  0.112
H  5.3566  0.2492  4.7696  0.119
C  5.1763  0.4419  0.3281  -0.088
C  5.1230  -1.0752  0.3047  -0.092
O  6.1183  -1.4250  1.2794  0.071
C  6.2692  -0.3924  2.1271  -0.583
O  6.8794  -0.4331  3.1512  0.143
O  5.6231  0.7005  1.6720  0.040
H  4.2177  0.9245  0.1646  0.139
H  5.9072  0.8517  -0.3658  0.108
H  4.1613  -1.4670  0.6374  0.135
H  5.3872  -1.5106  -0.6542  0.135
C  -0.4007  4.4259  -4.5171  -0.106
C  0.1448  5.1605  -5.7303  -0.112
O  0.9097  4.1409  -6.3819  0.061
C  0.4356  2.9322  -6.0016  -0.570
O  0.7401  1.8953  -6.4927  0.167
O  -0.4463  3.0750  -4.9852  0.033
H  -1.3964  4.7386  -4.2168  0.134
H  0.2746  4.4745  -3.6617  0.134
H  -0.6464  5.4879  -6.4066  0.131
H  0.7907  5.9993  -5.4884  0.131
C  9.2626  3.3269  0.0396  -0.102
C  9.8029  3.2017  -1.3738  -0.098
O  8.6969  2.6045  -2.0697  0.066
C  7.5652  2.8883  -1.3945  -0.583
O  6.4608  2.6752  -1.7904  0.144
O  7.8486  3.4364  -0.1981  0.051
H  9.6082  4.1955  0.5883  0.116
H  9.4442  2.4297  0.6332  0.140
H  10.0133  4.1711  -1.8273  0.134
H  10.6740  2.5596  -1.4609  0.133
C  6.2651  4.7055  2.7657  -0.097
C  6.5021  4.3958  4.2356  -0.100
O  7.8865  4.0285  4.2481  0.073
C  8.4842  4.5709  3.1682  -0.575
O  9.6536  4.5501  2.9473  0.153
O  7.5687  5.1194  2.3424  0.054
H  5.5555  5.5085  2.5905  0.134
H  5.9787  3.8240  2.1896  0.128
H  6.3682  5.2714  4.8724  0.134
H  5.9081  3.5702  4.6170  0.109
C  -5.5482  0.3596  -7.5738  -0.109
C  -4.1129  0.5990  -7.1432  -0.114
O  -4.2856  1.1836  -5.8479  0.042
C  -5.4837  0.7920  -5.3532  -0.567
O  -5.8395  0.9584  -4.2339  0.169
O  -6.2152  0.1849  -6.3205  0.048
H  -5.6858  -0.5299  -8.1819  0.133
H  -5.9795  1.2238  -8.0817  0.132
H  -3.5507  -0.3308  -7.0383  0.126
H  -3.5641  1.2866  -7.7800  0.134

E_LUMO = 0.26 eV
Orbital gap = 0.3294 hartree
HOMO energy = -8.71 eV
Multiplicity = 1
SMILES string = CCCN[C@@]1(F)NC(=O)[C@@H](/C(Cl)=C(/C)Cl)[C@]1(CCN)COCCOCCOCC.O=C1OCCO1.O=C1OCCO1.O=C1OCCO1.O=C1OCCO1.O=C1OCCO1.O=C1OCCO1